DFT (the ωB97M-V functional and the def2-TZVPD basis) results for a molecular structure, C26H49ClMnN4O in a non-equilibrium geometry.

Cartesian coordinates (Å):
N1 0.6614 -3.4724 1.0265
H1 3.5255 0.8975 -1.7590
H2 1.8704 -3.7952 3.4287
C1 -2.5344 2.4330 -1.3128
H3 -3.4125 -4.9668 -0.9944
H4 -2.3255 4.3350 -3.1989
H5 3.0554 -4.0375 -0.1581
C2 -1.9482 -2.9190 -2.2023
C3 -2.7535 -1.6154 -0.2775
H6 -3.0249 2.8752 -3.8838
H7 3.5006 -3.3326 2.9061
H8 -1.8362 -1.0561 0.0212
H9 -2.3631 0.6716 -3.4039
H10 2.4916 -2.3667 -0.6096
H11 -4.4437 -3.5338 -1.1452
H12 2.8626 -1.0416 1.9120
H13 -1.0852 -2.2412 -2.2913
H14 3.8971 -2.6050 0.4590
H15 2.1240 4.9636 -0.9680
H16 3.4115 1.8926 1.7498
C4 -2.5221 0.7531 2.2850
C5 1.4275 4.1948 -1.2636
C6 -2.0798 3.3217 -3.5542
H17 -0.7651 1.0735 4.3277
N2 1.7732 2.8616 -1.0749
H18 -2.7738 -2.5041 -2.7973
H19 -1.7175 -3.9043 -2.6186
H20 -1.6556 -5.6203 0.2262
C7 4.1517 3.2942 -0.5158
C8 0.2244 4.1951 -1.8890
H21 -3.4332 -1.6893 0.5853
C9 2.9128 -3.0042 0.1893
H22 -3.4838 1.9825 -1.6648
O1 -0.5396 0.9543 0.9771
C10 -3.5965 -3.9606 -0.5894
H23 2.7855 -4.8283 2.2757
H24 1.2517 -0.9422 1.1047
C11 -2.4106 -3.0236 -0.7493
C12 0.2433 -4.7936 1.0434
N3 -1.2574 -3.5124 0.0677
H25 1.3706 -1.4469 2.8168
C13 3.3482 0.9768 -0.6878
C14 -1.1060 1.3096 2.1915
H26 -1.4226 3.4050 -4.4340
H27 -0.3674 -0.3585 3.3657
H28 5.0011 2.8327 -0.0058
H29 -2.7384 3.4547 -0.9713
C15 2.9594 2.3928 -0.2989
C16 0.7583 2.0731 -1.4762
H30 -1.5595 3.0873 3.3551
H31 1.6840 1.7126 1.3336
C17 2.5590 -3.7935 2.5689
H32 -0.1312 3.2510 2.3156
H33 -0.5812 0.8097 -3.5798
Cl1 1.1951 -0.8387 -2.3985
Mn1 0.3636 0.4499 -0.6794
H34 -2.9931 1.0184 3.2414
C18 -0.2377 -2.7131 0.4023
N4 -0.1782 2.8820 -1.9988
H35 4.2715 0.6894 -0.1379
H36 0.7160 1.0398 3.3537
C19 -1.4223 0.9751 -2.9073
C20 -0.3356 0.7377 3.3721
H37 -2.1613 1.8433 -0.4623
H38 4.0338 4.3039 -0.0964
H39 -1.2908 0.3053 -2.0081
C21 2.5815 2.3348 1.1769
C22 -0.9662 -4.8302 0.4214
C23 -1.5306 2.4247 -2.4630
H40 2.5777 0.2269 -0.4050
H41 0.8341 -5.5590 1.5157
H42 -0.3768 4.9687 -2.3420
H43 2.3498 3.3377 1.5513
H44 4.4311 3.3878 -1.5750
H45 -2.5077 -0.3407 2.2015
H46 -1.7509 3.3162 1.6013
H47 -3.9022 -4.0339 0.4627
C24 2.0074 -2.9587 1.4236
H48 -3.2614 -1.0487 -1.0920
H49 -3.1538 1.1291 1.4739
C25 -1.1407 2.8238 2.3707
C26 1.8651 -1.5112 1.8403

Properties
**HOMO level (alpha / beta)**: 0.11223 / 0.04283 Eh
**Max |F|**: 0.0623 hartree/bohr
**Total charge**: -2
**Kohn-Sham gap (alpha / beta)**: 1.37 / 3.17 eV
**2S+1**: 4



DFT (the ωB97M-V functional and the def2-TZVPD basis) results for 2 unconnected molecules or ions with the total composition C26H49F3N4O4S in a non-equilibrium geometry.

Cartesian coordinates (Å):
H1 3.2475 1.7071 3.4070
N1 2.5924 3.6813 1.4723
H2 -0.4110 3.2381 -2.9787
H3 -1.5226 2.2617 3.0772
H4 4.4152 0.9180 -0.7796
H5 4.7580 2.9885 -0.1299
H6 2.2996 1.4117 -0.4159
H7 5.4446 2.0576 1.1819
H8 -6.2579 -1.7198 0.6861
H9 0.4381 1.5604 -1.4262
O1 -0.8055 -2.9332 -0.0153
H10 -5.2157 -0.1373 -0.5756
C1 -1.2610 3.2305 -2.3048
O2 0.2886 -0.4114 0.7861
C2 -2.0248 -0.0215 0.4508
C3 -0.5965 -0.0267 -0.2599
H11 4.0308 0.8045 2.1768
C4 -0.6274 -2.4725 -1.0976
H12 -0.1299 -5.1464 -1.2234
C5 -0.4743 1.3990 -0.8498
C6 3.1805 1.4504 2.3471
C7 -5.1934 -1.6550 0.8995
H13 -1.8927 -4.7812 -1.4913
H14 -0.4888 2.1759 -0.0858
H15 1.0829 -2.3282 -3.2148
N2 -0.5287 -3.3419 -2.2347
H16 -1.0675 3.4906 4.2782
H17 -2.9855 -0.7150 2.2712
C8 -4.5559 -0.4003 0.2455
N3 -1.0935 0.2128 -4.4150
C9 -1.7679 -0.4988 -5.0021
C10 -0.5564 -1.0017 -1.4413
C11 0.5236 2.1641 3.6693
H18 -2.1474 3.6331 -2.7938
H19 -3.0335 -1.7922 -0.3550
C12 -1.6014 1.7968 -1.8296
H20 -0.8556 0.6406 5.2458
H21 -2.5341 -2.4199 -5.3261
H22 1.9568 -0.0190 -1.2759
H23 0.3449 -0.8767 -2.0393
C13 -3.1449 -0.7111 -0.3297
C14 4.2650 -1.0159 -1.5633
H24 5.2841 3.7822 1.4054
O3 1.3166 -2.4487 2.1895
H25 -1.5954 1.1891 -2.7388
C15 1.6234 -0.1230 0.8802
H26 -0.8574 -5.2886 -2.8110
H27 -2.4648 1.1550 4.8219
C16 2.4101 0.3303 -0.3539
N4 0.6778 1.6777 2.3430
F1 5.0329 -2.0257 -0.9888
H28 -1.4071 -0.0497 2.5534
H29 -1.0779 3.8773 -1.4469
C17 -0.8866 -4.7147 -1.8840
H30 3.0202 4.4214 0.9158
H31 -2.3371 1.0096 0.6119
H32 -4.7545 -2.5789 0.5239
H33 -1.5654 -1.6484 1.8601
H34 1.5772 -3.7313 -2.2025
C18 -0.9640 2.4516 3.9900
F2 2.5912 -2.6739 0.1781
H35 -3.6620 -1.0945 -5.6715
C19 -1.9814 -0.6442 1.8508
H36 -4.5203 0.3569 1.0246
H37 1.7058 0.0739 2.9881
H38 4.4313 -0.3224 0.4321
H39 -1.3451 -0.8239 -2.1535
C20 0.7971 -3.3082 -2.8470
H40 -2.5672 1.8775 -1.3401
H41 4.8982 -0.5835 -2.3325
C21 4.8130 2.9150 0.9530
H42 0.9113 1.4316 4.3742
H43 0.6608 2.4121 1.6454
H44 -1.5413 2.0873 6.0368
S1 2.3391 -1.7941 1.4699
H45 -5.0508 -1.6685 1.9769
H46 0.7656 -3.9584 -3.7228
C22 3.9162 0.0073 -0.4653
H47 3.3808 -1.5037 -1.9697
O4 3.5071 -1.6137 2.2730
F3 1.2230 3.3540 3.9263
C23 3.4229 2.7403 1.5851
C24 -1.4841 1.5174 5.1154
C25 1.8042 0.7825 2.1663
H48 -2.3284 -1.4372 -6.7894
H49 -3.1890 -0.3932 -1.3709
C26 -2.6258 -1.4186 -5.7431

Properties
**HOMO level**: -0.33321 Eh
**Max |F|**: 0.0485 hartree/bohr
**Structure (SMILES)**: [H]/N=C(\C)C[C@@H](N[C@@H](F)CC)[C@](CCCF)(O[C@@](CCC)(CC(=O)N(C)C)[C@H](C)CCC)S(=O)(=O)F.CC#N
**Kohn-Sham gap**: 9.41 eV



DFT (the ωB97M-V functional and the def2-TZVPD basis) results for a molecular structure, C26H49N4O5PtS4 in a non-equilibrium geometry.

Cartesian coordinates (Å):
O1 -0.8159 -0.4232 4.5679
H1 -4.5972 2.3735 1.7555
H2 -0.9807 -5.8687 -3.3551
N1 3.3333 1.8963 1.1478
H3 -0.8995 -0.7348 -0.9299
H4 5.9097 3.6467 2.0426
C1 5.1237 2.8123 0.1784
H5 -1.9754 6.0018 -0.8572
C2 5.2279 2.9779 1.5383
C3 -1.9076 -4.1143 -0.7623
H6 -0.7248 -4.7296 0.8466
H7 -2.5934 -3.4313 -0.2831
N2 -2.0221 -4.5448 -2.0926
C4 -1.5333 2.7617 -4.8402
H8 1.2077 3.3982 0.0185
H9 -1.9387 4.3204 -1.3861
H10 2.8164 -0.9822 2.4502
H11 -2.8040 -4.3247 -2.6929
C5 0.7658 -0.6753 -3.2500
O2 0.8190 0.4858 1.7210
S1 -1.1502 -1.9162 4.7626
O3 -1.2263 1.9768 3.1274
H12 0.4828 2.8999 -1.4892
C6 -1.3928 5.0811 -0.8280
C7 5.1483 -2.4929 0.7735
H13 -4.6001 2.8394 3.9834
H14 0.6262 0.0903 -2.5011
O4 -4.1635 2.2499 -4.7974
H15 6.1249 -2.6604 0.3438
C8 -2.9957 -1.9837 5.3087
O5 1.0483 6.1418 -0.1190
C9 -3.6238 1.9030 1.6168
S2 -2.4765 2.8452 2.7726
C10 0.7418 -0.7160 -4.6292
H16 -1.3686 4.6123 0.1558
H17 -3.5025 1.5143 4.3738
H18 -3.3066 3.2592 4.9680
H19 0.9120 -3.8288 -3.5666
H20 5.7433 3.3006 -0.5592
C11 4.1547 2.3606 2.1197
H21 -0.1933 -1.7996 0.4011
H22 -3.5441 -1.1824 4.8135
C12 3.9402 2.0840 -0.0912
C13 1.0912 3.6782 -1.0285
H23 -0.5279 2.4122 -5.0749
C14 -1.0472 -5.4393 -2.3664
C15 4.0847 -3.3332 0.6606
N3 0.9841 -1.8772 -2.7716
H24 0.9876 -2.5198 -5.9579
Pt1 0.5755 1.1243 3.7798
C16 -1.2700 -2.7893 3.1399
C17 0.1977 0.3719 0.4804
C18 -3.5549 2.5802 4.1523
H25 -0.2911 -2.7557 2.6616
H26 -3.5162 -2.9021 5.0368
H27 -3.1467 -1.9148 6.3860
H28 1.0970 -2.0224 -1.7785
C19 4.6396 -1.4153 1.4669
C20 -0.6511 -0.8497 0.1252
H29 4.0486 -4.2441 0.0816
H30 5.1262 -0.5077 1.7923
H31 2.4972 1.3390 1.2496
H32 -2.0117 -2.4115 2.4362
C21 -0.3275 -5.6595 -1.2067
C22 -2.7314 0.9452 -2.9804
H33 3.8546 2.2773 3.1538
H34 -3.5078 0.3537 -2.4951
H35 -3.3385 2.1024 0.5839
H36 0.7429 0.0973 -5.3398
H37 -1.5783 3.3232 -3.9070
N4 3.3436 -1.6424 1.8968
H38 -1.7078 0.5924 -2.8547
C23 2.9551 -2.7903 1.2796
H39 -0.3888 1.2800 0.3410
H40 3.4371 1.7874 -0.9997
H41 1.9662 -3.2083 1.3970
C24 0.7963 -2.0588 -5.0002
H42 -1.5633 -3.8304 3.2750
C25 -0.9241 -4.8422 -0.2088
H43 -3.6332 0.8647 1.9484
H44 -1.7281 3.5192 -5.5993
H45 2.0290 3.6722 -1.5841
H46 -1.6280 -0.7110 0.5885
H47 -2.9399 1.7192 -2.2417
S3 -2.8617 1.4400 -4.7743
H48 0.4963 -6.3548 -1.1426
C26 0.8222 -2.7738 -3.7794
H49 0.9046 0.5695 -0.3255
S4 0.4085 5.3795 -1.2534

Properties
**HOMO level (alpha / beta)**: -0.43955 / -0.43951 Eh
**Max |F|**: 0.0666 hartree/bohr
**Total charge**: +2
**Kohn-Sham gap (alpha / beta)**: 4.39 / 2.75 eV
**2S+1**: 4